Entry 1:
{
  "formula": "C52H44Br12N8O16",
  "method": "wB97M-V/def2-TZVPD",
  "fmax_ha_per_bohr": 0.1213,
  "e_tot_ha": -34537.1658,
  "de_lowest_kcal_mol": 0.0,
  "orbital_gap_ha": 0.3304,
  "e_homo_ev": -9.840,
  "species": ["C", "Br", "Br", "Br", "H", "C", "Br", "Br", "Br", "H", "C", "Br", "Br", "Br", "H", "C", "Br", "Br", "Br", "H", "C", "C", "C", "C", "C", "C", "N", "O", "O", "H", "H", "H", "H", "H", "C", "C", "C", "C", "C", "C", "N", "O", "O", "H", "H", "H", "H", "H", "C", "C", "C", "C", "C", "C", "N", "O", "O", "H", "H", "H", "H", "H", "C", "C", "C", "C", "C", "C", "N", "O", "O", "H", "H", "H", "H", "H", "C", "C", "C", "C", "C", "C", "N", "O", "O", "H", "H", "H", "H", "H", "C", "C", "C", "C", "C", "C", "N", "O", "O", "H", "H", "H", "H", "H", "C", "C", "C", "C", "C", "C", "N", "O", "O", "H", "H", "H", "H", "H", "C", "C", "C", "C", "C", "C", "N", "O", "O", "H", "H", "H", "H", "H"],
  "coordinates": [[2.96807, 4.30329, -1.12090], [1.79276, 5.78788, -1.00631], [4.36706, 4.31076, 0.19412], [3.67438, 4.15594, -2.90737], [2.45875, 3.36791, -0.97189], [-2.82682, 0.84384, -6.87554], [-3.41386, 1.21984, -5.06974], [-1.62372, 2.22445, -7.46988], [-4.29695, 0.72775, -8.11831], [-2.31641, -0.09601, -6.81265], [-7.31244, 0.01979, -1.96146], [-7.86279, 0.72051, -0.25849], [-8.59428, -1.21944, -2.65628], [-5.57489, -0.79546, -1.82011], [-7.24051, 0.82432, -2.66877], [-2.28239, -4.28010, -1.59180], [-3.40532, -3.56437, -0.21114], [-2.93435, -6.00052, -2.12070], [-0.43642, -4.51014, -1.02870], [-2.22715, -3.61480, -2.43236], [5.70269, -0.30211, 3.37266], [5.22908, -0.38681, 2.07895], [4.16739, 0.39556, 1.69274], [3.76618, 1.42893, 2.49414], [4.34047, 1.64798, 3.71316], [5.30291, 0.75332, 4.16654], [2.70499, 2.27667, 1.99539], [2.46197, 3.29733, 2.61241], [2.04733, 1.84435, 1.05897], [6.42464, -1.03295, 3.70989], [5.50028, -1.27029, 1.50931], [3.61374, 0.19542, 0.78256], [4.13693, 2.53454, 4.30575], [5.69689, 0.78534, 5.17495], [6.43061, -3.29467, -2.59664], [6.76693, -2.47138, -3.63889], [6.32082, -1.16824, -3.65175], [5.60778, -0.70824, -2.57591], [5.40031, -1.43752, -1.47683], [5.68782, -2.79204, -1.55894], [5.06254, 0.63216, -2.65842], [5.40718, 1.30393, -3.55319], [4.24067, 0.92784, -1.87001], [6.66834, -4.34677, -2.68991], [7.27190, -2.91781, -4.48179], [6.59366, -0.49632, -4.44934], [4.86498, -1.00228, -0.65207], [5.37106, -3.40286, -0.71692], [-0.78411, 1.60904, 3.54912], [-0.64077, 2.36497, 4.71804], [0.31187, 1.99650, 5.63196], [1.18411, 0.97499, 5.32814], [1.03878, 0.21766, 4.18490], [0.00668, 0.47887, 3.33590], [2.19443, 0.66171, 6.28704], [2.18091, 1.25732, 7.29377], [3.03759, -0.12700, 5.96358], [-1.54149, 1.86681, 2.81064], [-1.27836, 3.20449, 4.94992], [0.44783, 2.58050, 6.53630], [1.75752, -0.57284, 3.98490], [-0.10423, -0.12210, 2.44535], [-1.21513, 0.66753, -1.85297], [0.12453, 0.95104, -1.90417], [0.99507, 0.19222, -1.15710], [0.50332, -0.77205, -0.33872], [-0.80444, -1.09777, -0.25863], [-1.67749, -0.34260, -1.00764], [1.43352, -1.58937, 0.38320], [1.04793, -2.04751, 1.40229], [2.54268, -1.77055, -0.09393], [-1.97502, 1.27510, -2.32559], [0.51890, 1.69510, -2.58420], [2.05782, 0.32637, -1.32777], [-1.18852, -1.83968, 0.42343], [-2.74833, -0.46783, -0.88774], [-1.39172, 5.61311, 3.31313], [-2.53212, 5.99944, 2.59749], [-2.52078, 5.83370, 1.22777], [-1.55837, 5.04293, 0.61770], [-0.41444, 4.68081, 1.30266], [-0.36321, 4.90051, 2.67062], [-1.67764, 4.91603, -0.82631], [-2.61870, 5.54668, -1.33609], [-0.88384, 4.17654, -1.43589], [-1.32256, 5.83535, 4.37669], [-3.32954, 6.53826, 3.09003], [-3.34073, 6.27642, 0.67039], [0.44517, 4.22418, 0.84132], [0.52743, 4.70360, 3.25460], [-1.25982, -4.83020, 2.49821], [-1.58519, -4.63754, 3.84609], [-2.07706, -5.67760, 4.60428], [-2.04808, -6.95861, 4.07537], [-1.70046, -7.18810, 2.75810], [-1.36872, -6.11214, 1.95403], [-2.38533, -8.06697, 4.90678], [-2.34064, -9.13259, 4.43810], [-2.69725, -7.84000, 5.99307], [-0.70273, -4.01600, 2.04359], [-1.47043, -3.65026, 4.27743], [-2.37099, -5.55825, 5.64326], [-1.63797, -8.22317, 2.43995], [-1.01135, -6.36137, 0.96110], [-7.61464, 5.40170, 0.37706], [-7.75945, 5.57785, -0.97644], [-6.99359, 4.82609, -1.84519], [-6.14142, 3.86967, -1.33048], [-5.96017, 3.71464, 0.00960], [-6.74514, 4.43860, 0.88128], [-5.32835, 3.07764, -2.23144], [-4.52339, 2.31193, -1.73225], [-5.58744, 3.13660, -3.40069], [-8.21000, 5.99778, 1.06215], [-8.41178, 6.35848, -1.33822], [-7.15327, 4.93309, -2.91130], [-5.20915, 3.03604, 0.38988], [-6.64247, 4.29826, 1.94785], [0.86349, -3.03262, -3.87850], [0.92779, -4.41703, -4.02451], [2.11874, -4.99279, -4.41089], [3.24601, -4.21449, -4.49910], [3.18685, -2.83787, -4.40699], [1.96996, -2.25626, -4.06868], [4.46328, -4.88451, -4.77169], [4.56589, -5.98650, -4.35950], [5.29518, -4.29970, -5.37106], [-0.07333, -2.56538, -3.59352], [0.08843, -5.05094, -3.80146], [2.16654, -6.05597, -4.62404], [4.07326, -2.23030, -4.56423], [1.89687, -1.17826, -4.00958]],
  "atomic_forces_ev_per_a": [[0.4, -0.4, -0.5], [0.1, 0.4, 0.1], [0.2, 0.3, 0.0], [0.1, 0.1, -0.1], [-0.5, 0.0, 0.2], [-0.3, 0.7, 0.3], [-0.1, -0.1, -0.2], [0.2, -0.2, 0.0], [0.0, -0.2, 0.2], [0.2, -0.3, -0.3], [0.1, -0.3, 0.2], [-0.1, 0.1, 0.0], [-0.2, -0.1, -0.1], [0.0, -0.1, -0.1], [0.0, 0.3, -0.1], [0.5, -0.5, 0.5], [0.0, 0.2, -0.1], [-0.2, -0.1, -0.3], [-0.1, 0.3, 0.3], [-0.3, 0.2, -0.2], [0.6, 0.4, -0.3], [-0.7, -1.5, 0.3], [-0.1, -0.4, -1.1], [0.2, 0.0, -0.3], [0.9, 0.7, 1.1], [-0.1, -0.4, 0.4], [-0.9, -0.3, 0.8], [-0.1, -0.1, -0.4], [0.1, 0.7, 0.0], [0.0, 0.1, 0.2], [0.1, 0.3, -0.3], [0.3, 0.2, 0.0], [-0.4, -0.2, -0.1], [-0.1, 0.4, 0.0], [-0.5, -0.8, -0.1], [0.1, 0.1, -0.7], [0.9, -0.1, -0.7], [0.9, 0.8, -1.1], [-1.2, -1.3, 1.0], [0.2, -0.1, 1.7], [0.8, -2.1, 0.0], [1.3, 2.3, -2.9], [-2.6, 1.0, 2.9], [0.0, 0.0, 0.3], [0.2, 0.3, -0.1], [-0.3, 0.0, -0.2], [-0.1, -0.1, 0.1], [0.2, -0.1, -0.2], [-0.5, -0.1, 0.2], [-0.4, -0.5, -0.7], [0.4, 0.8, 0.4], [-1.3, 0.0, -0.6], [1.1, -0.8, 0.5], [-0.5, 0.9, -0.8], [0.3, -0.6, -2.2], [0.1, 1.8, 3.7], [1.2, -1.5, -0.3], [0.1, 0.0, 0.2], [-0.1, 0.0, -0.2], [0.0, -0.3, -0.1], [-0.2, 0.0, 0.1], [-0.1, 0.0, 0.0], [-1.2, 0.1, 0.8], [0.3, 0.1, -0.7], [1.0, 0.7, -1.1], [1.0, -0.4, -0.4], [-1.7, 0.2, 0.5], [-0.5, 0.4, -0.3], [1.2, 0.5, -1.6], [-0.6, -1.4, 2.6], [0.1, 0.0, 0.0], [0.2, 0.1, -0.4], [-0.1, 0.2, 0.1], [0.0, 0.0, 0.5], [0.2, -0.1, 0.0], [0.1, -0.2, -0.1], [-0.3, -0.8, -0.3], [1.3, 0.3, 0.3], [-1.4, -0.4, 0.3], [0.4, 1.4, 0.2], [0.2, -0.9, 0.4], [-0.4, 1.5, 0.6], [-0.2, -0.6, -1.5], [1.6, -1.1, 0.0], [-1.5, 1.3, 1.0], [0.0, -0.1, -0.2], [0.0, 0.1, -0.1], [0.2, -0.4, -0.1], [-0.2, -0.2, -0.3], [0.0, -0.3, -0.3], [0.6, -0.4, 0.9], [-0.4, 0.3, -0.7], [0.3, -0.4, 0.7], [0.2, 1.7, -1.3], [-0.1, -0.2, 0.3], [0.8, -0.1, -0.1], [0.7, 1.7, -2.4], [0.3, -4.6, -2.2], [-1.6, 1.3, 5.9], [-0.5, -0.1, -0.6], [0.0, -0.1, 0.0], [0.1, 0.1, -0.2], [-0.1, 0.2, -0.3], [-0.2, 0.4, 0.0], [-0.3, -0.3, 1.0], [0.3, 0.4, -0.2], [-0.7, -0.2, -0.7], [0.2, 1.0, -0.4], [0.3, -0.4, 1.2], [-0.1, 0.6, 0.0], [-0.3, -0.8, 0.8], [0.4, 0.1, -0.2], [0.1, 0.1, -1.2], [0.1, -0.1, 0.0], [-0.1, -0.1, -0.2], [0.3, -0.1, 0.1], [-0.1, -0.1, -0.1], [0.0, 0.0, 0.0], [-0.9, -0.6, 0.4], [0.2, 0.4, -0.2], [-0.6, -0.8, 0.4], [-1.4, 1.1, -0.2], [0.2, 0.2, 0.3], [0.8, 0.6, -0.5], [-0.9, 0.7, 0.1], [0.5, -3.1, 1.1], [2.4, 1.6, -1.7], [0.0, 0.0, 0.0], [-0.3, 0.0, -0.3], [0.1, 0.1, 0.3], [-0.1, -0.2, 0.1], [0.0, 0.0, 0.1]]
}

***

Entry 2:
{
  "formula": "C52H44CsN4S4",
  "method": "wB97M-V/def2-TZVPD",
  "fmax_ha_per_bohr": 0.0701,
  "e_tot_ha": -3839.8349,
  "de_lowest_kcal_mol": 39.0,
  "orbital_gap_ha": 0.1766,
  "e_homo_ev": -3.190,
  "charge": -1,
  "species": ["Cs", "C", "C", "S", "C", "C", "S", "C", "C", "S", "C", "C", "S", "H", "H", "H", "H", "H", "H", "H", "H", "H", "H", "H", "H", "H", "H", "H", "H", "C", "C", "C", "C", "C", "C", "C", "C", "C", "C", "C", "N", "C", "C", "C", "C", "C", "C", "C", "C", "C", "C", "C", "C", "C", "N", "C", "C", "C", "C", "C", "C", "C", "C", "C", "C", "C", "C", "N", "C", "C", "N", "C", "C", "C", "C", "C", "C", "H", "H", "H", "H", "H", "H", "H", "H", "H", "H", "H", "H", "H", "H", "H", "H", "H", "H", "H", "H", "H", "H", "H", "H", "H", "H", "H", "H"],
  "coordinates": [[-0.27047, 0.61167, 0.00190], [-0.36734, 5.02094, -0.25610], [0.84237, 4.85435, -1.17578], [1.24133, 3.07460, -1.27597], [2.82814, 3.10045, -2.17203], [2.68231, 2.38039, -3.50695], [2.05641, 0.68780, -3.20167], [0.80067, 0.48786, -4.50742], [-0.31904, 1.51577, -4.53185], [-1.34248, 1.52634, -3.02470], [-1.72350, 3.31096, -3.05081], [-2.44164, 3.77204, -1.79242], [-1.52812, 3.61246, -0.22764], [-0.92514, 5.92879, -0.49159], [-0.04587, 5.07338, 0.78465], [1.70242, 5.39412, -0.77406], [0.62540, 5.23683, -2.17550], [3.55479, 2.57906, -1.54564], [3.15762, 4.13135, -2.31026], [3.64229, 2.31755, -4.02323], [1.97765, 2.90584, -4.14933], [0.39945, -0.51039, -4.32143], [1.30510, 0.48253, -5.47567], [-0.96716, 1.32116, -5.38930], [0.08975, 2.51970, -4.64520], [-2.35955, 3.50845, -3.91759], [-0.77847, 3.84115, -3.17287], [-3.33459, 3.16462, -1.63146], [-2.74970, 4.81420, -1.90067], [3.57363, -5.14454, -3.88188], [3.63440, -5.25761, -2.49994], [2.92103, -4.38422, -1.69397], [2.12609, -3.37585, -2.24399], [2.09118, -3.26483, -3.63460], [2.80054, -4.13929, -4.44419], [1.38296, -2.45728, -1.33727], [-0.02442, -2.44987, -1.43065], [-0.80788, -3.11352, -2.47555], [-2.09194, -2.72557, -2.29719], [-2.10826, -1.89207, -1.09856], [-0.85603, -1.76279, -0.62191], [-3.24975, -1.33940, -0.49364], [-3.26511, -0.69849, 0.77337], [-4.45137, -0.61898, 1.62517], [-4.02787, -0.17484, 2.83179], [-2.60213, 0.08801, 2.68982], [-1.77820, 0.65498, 3.66335], [-2.30031, 0.81380, 5.04967], [-3.27438, 1.73234, 5.42654], [-3.69756, 1.81600, 6.74684], [-3.15639, 0.98206, 7.71288], [-2.18171, 0.06115, 7.34988], [-1.75731, -0.01711, 6.03387], [-0.43547, 1.06169, 3.45532], [0.35530, 0.63889, 2.46129], [1.50378, 1.34243, 2.52018], [2.63227, 1.09325, 1.70618], [3.75800, 2.05435, 1.85153], [5.02183, 1.66906, 2.29633], [6.04244, 2.59829, 2.43887], [5.82582, 3.93480, 2.13834], [4.57275, 4.33344, 1.69088], [3.55412, 3.40442, 1.55050], [2.75076, 0.03119, 0.79097], [3.93403, -0.29755, 0.00745], [3.59288, -1.34739, -0.77875], [2.18213, -1.61763, -0.51791], [1.74083, -0.79978, 0.44941], [1.43328, 2.30196, 3.61407], [0.23628, 2.09499, 4.22417], [-2.19878, -0.23617, 1.43749], [-4.57283, -1.46771, -1.15449], [-5.15912, -2.69539, -1.46151], [-6.41151, -2.76051, -2.05485], [-7.10939, -1.59917, -2.35364], [-6.54006, -0.36843, -2.05456], [-5.28854, -0.30703, -1.46399], [4.13090, -5.82429, -4.51471], [4.23974, -6.03599, -2.05035], [2.97076, -4.47819, -0.61600], [1.51566, -2.46501, -4.08196], [2.75369, -4.03142, -5.52170], [-0.43511, -3.77616, -3.23971], [-2.94235, -2.99366, -2.90478], [-5.44839, -0.93130, 1.35261], [-4.61374, -0.01748, 3.72520], [-3.69948, 2.39169, 4.67900], [-4.45310, 2.54123, 7.02580], [-3.48833, 1.04717, 8.74184], [-1.75191, -0.59746, 8.09513], [-0.99409, -0.72834, 5.74255], [5.19649, 0.62865, 2.54232], [7.01513, 2.28018, 2.79568], [6.62070, 4.66069, 2.25803], [4.39426, 5.37584, 1.45184], [2.57848, 3.71403, 1.19980], [4.89441, 0.19541, 0.04991], [4.21218, -1.85551, -1.50245], [2.19719, 3.00483, 3.90983], [-0.17271, 2.61546, 5.07798], [-4.62956, -3.60710, -1.21296], [-6.85582, -3.72405, -2.27529], [-8.08963, -1.65131, -2.81141], [-7.07785, 0.54396, -2.28416], [-4.84050, 0.65176, -1.23230]],
  "atomic_forces_ev_per_a": [[-0.5, 2.7, -2.3], [-0.2, -0.3, -0.1], [0.1, -0.3, -0.1], [0.4, 0.8, -0.2], [-0.2, 0.0, 0.1], [0.0, -0.3, 0.0], [0.0, 0.0, -0.1], [0.2, 0.1, 0.2], [-0.2, -0.1, 0.1], [-0.2, 0.3, -0.5], [0.0, -0.3, 0.0], [0.2, -0.1, 0.2], [-0.3, 0.8, 0.0], [0.1, 0.1, 0.0], [0.0, 0.0, 0.0], [0.0, 0.1, 0.0], [0.0, 0.1, 0.0], [0.1, 0.1, 0.0], [0.1, 0.0, 0.0], [0.0, 0.0, 0.0], [0.0, 0.1, 0.0], [0.0, 0.0, 0.0], [-0.1, -0.1, -0.1], [0.1, 0.0, -0.1], [0.0, 0.0, 0.0], [0.0, 0.1, 0.0], [0.0, 0.0, 0.0], [-0.1, 0.1, 0.0], [-0.1, 0.0, 0.0], [0.0, 0.0, 0.0], [0.0, -0.1, 0.0], [0.0, 0.0, 0.0], [0.1, -0.1, -0.1], [0.0, 0.1, 0.1], [0.0, 0.0, -0.1], [-0.3, 0.0, -0.2], [0.3, -0.2, 0.0], [-0.1, 0.0, -0.1], [0.1, -0.1, -0.1], [-0.1, 0.0, 0.0], [-0.3, -1.5, -0.2], [0.0, 0.0, 0.2], [-0.1, -0.1, 0.1], [-0.1, 0.0, 0.1], [-0.1, 0.0, 0.0], [0.0, 0.1, 0.3], [-0.2, 0.0, -0.2], [0.1, 0.0, 0.1], [0.0, 0.0, -0.1], [-0.1, 0.0, 0.0], [0.0, 0.0, 0.0], [0.0, 0.0, 0.0], [0.0, 0.1, 0.0], [0.1, 0.0, 0.1], [0.2, -0.2, 1.5], [0.3, 0.1, 0.2], [-0.1, -0.1, 0.2], [0.1, 0.0, -0.1], [0.0, -0.1, 0.0], [0.1, 0.0, 0.0], [-0.1, 0.0, 0.0], [0.1, 0.0, 0.0], [0.0, 0.0, 0.0], [0.4, 0.1, 0.0], [0.1, 0.0, -0.1], [0.0, 0.0, 0.0], [0.3, 0.1, 0.1], [1.2, -1.4, 0.4], [0.0, 0.0, 0.1], [0.0, 0.0, 0.0], [-1.0, -0.7, 0.8], [-0.1, 0.0, -0.1], [0.0, 0.0, 0.0], [-0.1, 0.0, 0.0], [0.0, 0.0, 0.0], [-0.1, 0.0, 0.0], [0.0, 0.0, 0.0], [0.0, 0.0, 0.0], [0.0, 0.0, 0.0], [0.0, 0.0, 0.0], [0.0, 0.0, 0.0], [0.0, 0.0, 0.0], [0.0, 0.0, 0.0], [0.0, 0.0, 0.0], [0.0, 0.0, 0.0], [0.0, -0.1, 0.0], [0.0, 0.0, 0.0], [0.0, 0.0, 0.0], [0.0, 0.0, 0.0], [0.0, 0.0, 0.0], [0.0, 0.0, 0.0], [0.0, 0.0, 0.0], [0.0, 0.0, 0.0], [0.0, 0.0, 0.0], [0.0, 0.0, 0.0], [0.0, 0.0, 0.0], [0.0, 0.0, 0.0], [0.0, 0.0, 0.0], [0.0, 0.0, 0.0], [0.0, 0.0, 0.0], [0.0, 0.0, 0.0], [0.0, 0.0, 0.0], [0.0, 0.0, 0.0], [0.0, 0.0, 0.0], [0.0, 0.0, 0.0]]
}